{
  "formula": "C8H23InNO5",
  "method": "ωB97M-V/def2-TZVPD",
  "species": ["In", "C", "C", "C", "O", "C", "N", "H", "H", "H", "H", "H", "H", "H", "H", "H", "H", "H", "C", "C", "O", "O", "H", "H", "H", "H", "H", "H", "C", "C", "O", "O", "H", "H", "H", "H", "H", "H"],
  "xyz": [[10.354, -15.434, -21.646], [6.855, -12.643, -24.549], [7.768, -13.266, -23.490], [7.228, -13.052, -22.044], [8.304, -13.399, -21.060], [8.202, -12.711, -19.845], [7.943, -14.733, -23.717], [7.216, -13.073, -25.483], [6.914, -11.556, -24.614], [5.846, -12.995, -24.334], [8.691, -12.710, -23.657], [6.210, -13.402, -21.874], [7.051, -11.991, -21.870], [8.436, -11.654, -19.975], [8.870, -13.137, -19.096], [7.190, -12.840, -19.461], [7.606, -14.922, -24.650], [7.154, -15.200, -23.294], [9.154, -18.539, -19.829], [8.874, -17.432, -18.870], [8.474, -16.226, -19.484], [9.922, -18.290, -20.951], [8.213, -19.023, -20.089], [9.825, -19.234, -19.324], [9.736, -17.163, -18.261], [7.994, -17.811, -18.350], [7.881, -15.818, -18.849], [10.432, -19.069, -21.186], [11.439, -12.313, -23.725], [11.072, -11.904, -22.263], [11.657, -12.800, -21.459], [10.902, -13.483, -24.139], [12.524, -12.415, -23.702], [11.043, -11.524, -24.364], [10.007, -11.743, -22.093], [11.624, -11.002, -22.001], [11.922, -12.348, -20.655], [10.604, -13.505, -25.051]],
  "atomic_forces_ev_per_a": [[-1.33, 0.59, -0.11], [-0.33, -0.77, -0.47], [-0.09, -0.74, 2.19], [1.83, 1.64, -0.13], [-1.12, -1.66, -1.98], [-0.12, 0.32, 0.81], [-1.36, 1.72, 0.47], [-0.43, 0.31, -0.39], [0.08, -0.11, 0.28], [-0.22, 0.21, -0.31], [0.60, -0.37, 0.25], [0.25, -1.28, 0.41], [0.25, 0.39, -0.43], [-0.14, 0.18, 0.08], [0.21, -0.10, -0.28], [-0.25, 0.31, 0.06], [1.43, -0.40, -1.43], [-0.04, -0.50, 1.44], [1.00, -2.10, 0.96], [-0.12, 0.37, 0.28], [0.37, 0.66, -1.23], [-0.10, 2.64, -2.15], [-0.13, -0.02, -0.44], [-0.97, -0.40, 1.03], [0.04, -0.56, 0.35], [0.47, -0.05, 0.75], [-0.30, 0.66, -0.21], [0.50, -0.16, -0.12], [0.00, 2.86, 0.16], [-0.12, 1.57, -2.12], [0.27, -3.45, 2.33], [-0.83, -2.77, 0.95], [0.28, 0.28, -0.24], [0.68, 0.38, -0.08], [-0.16, -0.22, -0.03], [-0.29, 0.83, -1.06], [0.28, -0.48, 0.72], [-0.09, 0.25, -0.33]],
  "relative_energy_kj_mol": 562.48,
  "energy_ha": -938.3131,
  "total_charge": 3,
  "e_homo_ev": -20.264
}

=====

{
  "formula": "C8H23N2O4V",
  "method": "ωB97M-V/def2-TZVPD",
  "species": ["O", "V", "O", "H", "C", "C", "C", "O", "C", "N", "H", "H", "H", "H", "H", "H", "H", "H", "H", "H", "H", "C", "C", "C", "O", "C", "N", "H", "H", "H", "H", "H", "H", "H", "H", "H", "H", "H"],
  "xyz": [[-0.403, 0.779, -2.349], [-0.086, -0.262, -1.179], [-1.932, -0.830, -0.557], [-2.590, -1.532, -0.389], [0.714, -4.047, 0.725], [0.835, -3.010, -0.372], [-0.133, -3.171, -1.542], [-0.115, -1.999, -2.436], [-0.970, -2.093, -3.509], [0.518, -1.781, 0.384], [-0.268, -4.193, 1.176], [1.217, -3.706, 1.629], [1.182, -4.947, 0.326], [1.866, -2.894, -0.708], [-1.166, -3.387, -1.270], [-0.055, -4.160, -1.993], [-1.955, -2.428, -3.184], [-0.545, -2.680, -4.323], [-1.117, -1.122, -3.982], [1.092, -1.626, 1.201], [-0.380, -2.091, 0.728], [-0.139, 3.664, -0.945], [0.484, 2.796, 0.126], [0.464, 3.365, 1.544], [1.039, 2.493, 2.512], [0.708, 2.863, 3.850], [-0.253, 1.529, 0.316], [0.166, 4.708, -0.876], [-1.219, 3.793, -0.873], [0.209, 3.355, -1.931], [1.532, 2.608, -0.107], [-0.561, 3.396, 1.913], [0.892, 4.365, 1.475], [-0.350, 2.863, 4.111], [0.915, 3.918, 4.031], [1.373, 2.425, 4.593], [0.164, 1.200, 1.175], [-1.132, 1.835, 0.709]],
  "atomic_forces_ev_per_a": [[1.42, -1.72, 1.39], [-5.76, 1.81, -0.49], [1.60, 0.56, -0.15], [0.87, 0.53, -0.51], [0.81, -1.21, -0.41], [0.13, 0.60, 1.05], [-0.73, -0.48, -0.02], [2.20, -0.79, 2.83], [-1.50, 0.33, -2.13], [-0.55, 1.17, -1.22], [-0.52, -0.28, -0.94], [0.83, -0.09, -0.35], [-0.35, -0.50, 0.70], [0.01, -0.44, -0.28], [-0.39, 1.14, 0.91], [1.43, 0.27, -1.07], [0.01, -0.25, -0.12], [-0.02, -0.60, 0.33], [0.14, 0.25, 0.51], [0.48, -0.24, -0.09], [-0.67, 1.17, 0.50], [0.27, 0.94, -0.01], [-0.05, -0.10, 1.04], [-0.54, 0.66, 0.26], [0.66, -0.19, -0.09], [0.52, 1.67, 0.27], [0.99, -1.44, -0.61], [0.56, 0.03, 0.31], [-0.14, -0.76, -0.13], [-0.54, -0.23, 0.02], [0.03, -0.29, -0.20], [-0.59, 0.86, -0.57], [0.25, 0.11, 0.70], [-0.23, -1.02, -0.23], [0.34, 0.45, -0.47], [-0.35, -0.86, -0.42], [0.39, -0.65, 0.42], [-1.00, -0.41, -0.74]],
  "relative_energy_kj_mol": 196.81,
  "energy_ha": -1672.8143,
  "total_charge": 1,
  "spin_multiplicity": 2,
  "e_homo_ev": [-13.029, -13.139]
}

=====

{
  "formula": "C8H23N4O2",
  "method": "ωB97M-V/def2-TZVPD",
  "species": ["C", "C", "C", "C", "C", "C", "C", "C", "N", "N", "N", "N", "O", "O", "H", "H", "H", "H", "H", "H", "H", "H", "H", "H", "H", "H", "H", "H", "H", "H", "H", "H", "H", "H", "H", "H", "H"],
  "xyz": [[2.104, 1.814, 2.768], [-3.392, 0.360, 1.295], [0.371, 1.562, -2.511], [1.786, -3.248, -1.376], [0.891, 1.179, 2.054], [-2.649, 1.000, 0.099], [0.693, -1.859, 0.286], [-1.225, 0.003, -1.559], [-0.956, -1.001, -2.382], [-0.732, 1.217, -1.650], [0.232, -0.465, 0.434], [1.289, 0.301, 0.998], [1.356, -1.943, -1.005], [-2.312, -0.111, -0.678], [1.901, 2.873, 2.997], [2.505, 1.383, 3.681], [2.854, 1.720, 2.031], [-3.764, 1.046, 1.980], [-4.189, -0.329, 1.124], [-2.722, -0.205, 1.963], [0.065, 1.474, -3.544], [0.631, 2.642, -2.242], [1.271, 0.989, -2.259], [2.279, -3.517, -0.353], [2.511, -3.121, -2.053], [1.022, -3.940, -1.722], [0.215, 1.918, 1.665], [0.385, 0.583, 2.876], [-1.804, 1.443, 0.527], [-3.294, 1.749, -0.462], [1.556, -2.092, 0.974], [-0.202, -2.589, 0.219], [-1.547, -1.904, -2.349], [-0.027, -1.097, -2.584], [-0.945, 1.669, -0.785], [1.826, 0.795, 0.208], [2.016, -0.300, 1.333]],
  "atomic_forces_ev_per_a": [[-0.78, 0.93, -0.39], [1.32, -0.67, 0.29], [0.84, 2.01, 1.29], [-0.86, 0.26, 5.46], [-0.45, 0.11, 3.87], [-3.40, -0.62, 0.95], [-0.53, 1.58, -1.08], [-3.29, 0.12, 1.74], [-4.27, -1.24, 1.05], [-0.12, -1.01, -0.42], [-0.34, -2.34, 0.51], [1.22, -0.26, -2.84], [-0.70, 0.48, -1.29], [2.70, -1.25, -3.40], [0.25, -0.40, -0.29], [-0.53, -0.57, -0.01], [1.55, 0.63, -0.62], [-0.88, 1.89, 0.85], [-0.56, -0.27, -1.00], [0.43, 0.03, -0.73], [0.19, -0.01, -0.23], [-0.39, -1.39, -0.82], [-0.18, -0.22, -0.34], [-0.57, -1.06, -2.02], [2.66, 0.25, -2.67], [-0.27, -0.01, 0.27], [-0.29, 0.24, -0.14], [0.02, 0.39, -1.60], [1.38, 0.86, 0.65], [0.86, -0.91, 0.50], [-1.20, -0.45, 0.21], [1.42, 1.08, 0.80], [1.41, 2.30, 0.21], [2.91, -0.58, -0.76], [0.60, 1.05, -0.10], [-0.88, -0.09, 1.36], [0.73, -0.86, 0.71]],
  "relative_energy_kj_mol": 248.09,
  "energy_ha": -687.7257,
  "total_charge": 1,
  "e_homo_ev": -11.265
}

=====

What did the first record say?
{
  "formula": "C8H23InNO5",
  "method": "ωB97M-V/def2-TZVPD",
  "species": ["In", "C", "C", "C", "O", "C", "N", "H", "H", "H", "H", "H", "H", "H", "H", "H", "H", "H", "C", "C", "O", "O", "H", "H", "H", "H", "H", "H", "C", "C", "O", "O", "H", "H", "H", "H", "H", "H"],
  "xyz": [[10.354, -15.434, -21.646], [6.855, -12.643, -24.549], [7.768, -13.266, -23.490], [7.228, -13.052, -22.044], [8.304, -13.399, -21.060], [8.202, -12.711, -19.845], [7.943, -14.733, -23.717], [7.216, -13.073, -25.483], [6.914, -11.556, -24.614], [5.846, -12.995, -24.334], [8.691, -12.710, -23.657], [6.210, -13.402, -21.874], [7.051, -11.991, -21.870], [8.436, -11.654, -19.975], [8.870, -13.137, -19.096], [7.190, -12.840, -19.461], [7.606, -14.922, -24.650], [7.154, -15.200, -23.294], [9.154, -18.539, -19.829], [8.874, -17.432, -18.870], [8.474, -16.226, -19.484], [9.922, -18.290, -20.951], [8.213, -19.023, -20.089], [9.825, -19.234, -19.324], [9.736, -17.163, -18.261], [7.994, -17.811, -18.350], [7.881, -15.818, -18.849], [10.432, -19.069, -21.186], [11.439, -12.313, -23.725], [11.072, -11.904, -22.263], [11.657, -12.800, -21.459], [10.902, -13.483, -24.139], [12.524, -12.415, -23.702], [11.043, -11.524, -24.364], [10.007, -11.743, -22.093], [11.624, -11.002, -22.001], [11.922, -12.348, -20.655], [10.604, -13.505, -25.051]],
  "atomic_forces_ev_per_a": [[-1.33, 0.59, -0.11], [-0.33, -0.77, -0.47], [-0.09, -0.74, 2.19], [1.83, 1.64, -0.13], [-1.12, -1.66, -1.98], [-0.12, 0.32, 0.81], [-1.36, 1.72, 0.47], [-0.43, 0.31, -0.39], [0.08, -0.11, 0.28], [-0.22, 0.21, -0.31], [0.60, -0.37, 0.25], [0.25, -1.28, 0.41], [0.25, 0.39, -0.43], [-0.14, 0.18, 0.08], [0.21, -0.10, -0.28], [-0.25, 0.31, 0.06], [1.43, -0.40, -1.43], [-0.04, -0.50, 1.44], [1.00, -2.10, 0.96], [-0.12, 0.37, 0.28], [0.37, 0.66, -1.23], [-0.10, 2.64, -2.15], [-0.13, -0.02, -0.44], [-0.97, -0.40, 1.03], [0.04, -0.56, 0.35], [0.47, -0.05, 0.75], [-0.30, 0.66, -0.21], [0.50, -0.16, -0.12], [0.00, 2.86, 0.16], [-0.12, 1.57, -2.12], [0.27, -3.45, 2.33], [-0.83, -2.77, 0.95], [0.28, 0.28, -0.24], [0.68, 0.38, -0.08], [-0.16, -0.22, -0.03], [-0.29, 0.83, -1.06], [0.28, -0.48, 0.72], [-0.09, 0.25, -0.33]],
  "relative_energy_kj_mol": 562.48,
  "energy_ha": -938.3131,
  "total_charge": 3,
  "e_homo_ev": -20.264
}